Record 1
Formula: C25H29N3O4
Source: the OMol25 dataset
Level of theory: ωB97M-V with the def2-TZVPD basis set

DFT total energy ... -39055.867 eV
E_LUMO ... -0.01125 hartree
Energy above the lowest of the compared OMol25 structures with the same formula, charge and spin ... 69.7 kcal per mole
HOMO ... -0.3103 Ha

Geometry as ORCA input:
```
! wB97M-V def2-TZVPD RIJCOSX def2/J DEFGRID3
* xyz 0 1
C 6.414 2.918 -0.822
C 5.917 1.752 -0.024
C 4.590 1.652 0.354
C 4.114 0.548 1.065
C 4.989 -0.468 1.453
C 6.323 -0.350 1.079
C 6.781 0.728 0.350
H 7.823 0.783 0.068
H 7.014 -1.128 1.368
C 4.552 -1.649 2.257
H 3.668 -1.429 2.851
H 4.309 -2.468 1.580
H 5.353 -1.980 2.915
C 2.684 0.561 1.410
C 1.792 -0.390 1.050
C 2.022 -1.540 0.191
O 3.045 -1.888 -0.355
C 0.675 -2.255 0.093
O 0.428 -3.286 -0.492
N -0.207 -1.538 0.829
C -1.583 -1.933 1.001
C -2.504 -1.350 -0.071
H -2.135 -1.661 -1.049
C -3.949 -1.834 0.122
N -4.925 -1.305 -0.805
C -5.131 0.129 -0.730
H -5.284 0.415 0.313
C -6.377 0.474 -1.549
O -6.233 0.074 -2.891
C -5.988 -1.311 -2.973
C -4.733 -1.700 -2.188
H -4.589 -2.780 -2.234
H -3.862 -1.201 -2.646
H -5.870 -1.539 -4.033
H -6.848 -1.865 -2.570
H -6.544 1.552 -1.566
H -7.249 -0.027 -1.102
H -4.276 0.698 -1.134
H -4.284 -1.564 1.129
H -3.978 -2.924 0.038
H -2.481 -0.261 -0.019
H -1.913 -1.621 1.997
H -1.607 -3.026 0.939
C 0.323 -0.311 1.385
C -0.315 0.907 0.757
C -1.099 1.785 1.494
N -1.704 2.837 0.973
C -1.551 3.073 -0.317
C -0.779 2.274 -1.149
C -0.150 1.170 -0.600
H 0.454 0.513 -1.210
H -0.677 2.506 -2.198
H -2.071 3.942 -0.699
H -1.253 1.635 2.555
H 0.155 -0.283 2.471
O 2.232 1.635 2.097
H 2.962 2.245 2.276
H 3.893 2.427 0.060
H 6.633 2.603 -1.842
H 7.332 3.314 -0.392
H 5.672 3.712 -0.861
*
```

Löwdin population analysis, charges in e, atoms 1 to 8: number 1, C, carries -0.05; number 2, C, carries -0.27; number 3, C, carries 0.02; number 4, C, carries -0.12; number 5, C, carries -0.21; number 6, C, carries -0.02; number 7, C, carries -0.03; number 8, H, carries 0.12

Record 2
Formula: C21H28CrN3O2
Source: the OMol25 dataset
Level of theory: ωB97M-V with the def2-TZVPD basis set

DFT total energy ... -59212.957 eV
E_LUMO (alpha / beta) ... -0.02955 / 0.00438 hartree
Energy above the lowest of the compared OMol25 structures with the same formula, charge and spin ... 0.0 kcal per mole
HOMO (alpha / beta) ... -0.2618 / -0.2696 Ha

Geometry as ORCA input:
```
! wB97M-V def2-TZVPD RIJCOSX def2/J DEFGRID3
* xyz 0 4
O 2.860 -0.680 1.322
C 2.505 -2.070 1.646
C 2.830 -1.868 3.128
H 3.173 -2.733 1.089
H 1.448 -2.309 1.446
C 2.994 -0.373 2.735
H 3.781 -2.325 3.405
H 2.008 -2.052 3.820
C 4.368 0.194 3.009
H 5.123 -0.502 2.643
H 4.504 0.332 4.089
H 4.493 1.150 2.486
C 1.888 0.507 3.270
H 0.897 0.141 2.975
H 2.009 1.545 2.930
H 1.968 0.490 4.367
Cr -1.446 0.212 -1.067
C -2.938 -1.756 0.492
C -3.244 -2.086 -0.858
C -2.021 -2.177 -1.599
H -4.239 -2.337 -1.236
C -0.919 -1.958 -0.674
C -1.518 -1.688 0.627
H -0.942 -1.611 1.547
H -3.665 -1.674 1.298
H -1.906 -2.530 -2.624
H 0.129 -2.196 -0.852
C -3.072 2.032 -0.300
C -3.047 1.265 0.888
C -1.700 1.160 1.317
H -3.908 0.807 1.376
C -0.883 1.943 0.449
C -1.726 2.429 -0.622
H -1.390 3.017 -1.480
H -3.962 2.340 -0.835
H -1.352 0.676 2.225
H 0.104 2.309 0.695
O 0.419 0.470 -1.665
C 1.648 0.975 -1.005
C 2.779 0.988 -2.020
H 1.877 0.370 -0.122
H 1.427 1.997 -0.691
C 2.136 0.689 -3.379
H 3.571 0.272 -1.767
H 3.255 1.975 -2.049
C 0.647 0.493 -3.121
H 2.592 -0.198 -3.820
H 2.293 1.507 -4.088
H 0.253 -0.440 -3.538
H 0.085 1.352 -3.485
N -2.961 0.338 -2.261
C -4.111 0.279 -2.557
N -5.253 0.218 -3.079
C -6.403 0.463 -2.480
N -7.460 0.628 -2.003
*
```

Löwdin population analysis, charges in e, atoms 1 to 8: number 1, O, carries -0.13; number 2, C, carries -0.13; number 3, C, carries -0.07; number 4, H, carries 0.12; number 5, H, carries 0.11; number 6, C, carries -0.58; number 7, H, carries 0.11; number 8, H, carries 0.11

Record 3
Formula: C4H9NO2
Source: the OMol25 dataset
Level of theory: ωB97M-V with the def2-TZVPD basis set

DFT total energy ... -9876.684 eV
E_LUMO ... 0.02484 hartree
Energy above the lowest of the compared OMol25 structures with the same formula, charge and spin ... 77.9 kcal per mole
HOMO ... -0.2954 Ha

Geometry as ORCA input:
```
! wB97M-V def2-TZVPD RIJCOSX def2/J DEFGRID3
* xyz 0 1
C 1.052 0.060 0.726
C 1.079 -0.527 -0.512
C -1.569 1.075 0.599
N 1.122 -1.931 -0.638
C -1.154 -0.001 -0.517
O 1.583 1.267 1.034
O -1.590 -1.141 -0.464
H 2.048 1.623 0.267
H 0.578 -0.419 1.568
H 1.585 0.006 -1.313
H 0.347 -2.347 -0.130
H 1.069 -2.227 -1.604
H -1.052 0.552 -1.470
H -2.513 1.472 0.229
H -0.867 1.907 0.645
H -1.718 0.629 1.579
*
```

Löwdin population analysis, charges in e, atoms 1 to 8: number 1, C, carries -0.21; number 2, C, carries -0.24; number 3, C, carries -0.05; number 4, N, carries 0.05; number 5, C, carries -0.38; number 6, O, carries 0.02; number 7, O, carries -0.04; number 8, H, carries 0.11

Record 4
Formula: C33H35N5NaO4P
Source: the OMol25 dataset
Level of theory: ωB97M-V with the def2-TZVPD basis set

DFT total energy ... -64137.890 eV
E_LUMO ... 0.14893 hartree
Energy above the lowest of the compared OMol25 structures with the same formula, charge and spin ... 0.0 kcal per mole
HOMO ... -0.0497 Ha

Geometry as ORCA input:
```
! wB97M-V def2-TZVPD RIJCOSX def2/J DEFGRID3
* xyz -2 1
Na 0.500 0.707 0.131
N 2.476 -0.663 0.447
P 3.241 0.317 1.321
C 4.366 -0.341 2.643
C 4.643 0.319 3.840
C 5.492 -0.248 4.782
C 6.077 -1.485 4.539
C 5.797 -2.156 3.355
C 4.941 -1.588 2.420
C 4.424 1.462 0.449
C 5.360 2.295 1.057
C 6.178 3.118 0.295
C 6.064 3.119 -1.091
C 5.132 2.294 -1.705
C 4.320 1.467 -0.938
C 2.207 1.492 2.282
C 1.334 0.894 3.298
C 0.369 1.863 4.065
C 0.432 3.263 3.670
C 1.107 3.667 2.581
C 2.003 2.765 1.878
H 4.174 1.277 4.037
H 5.692 0.273 5.712
H 6.739 -1.929 5.274
H 6.240 -3.128 3.166
H 4.677 -2.108 1.505
H 5.448 2.310 2.137
H 6.900 3.765 0.783
H 6.696 3.767 -1.689
H 5.027 2.300 -2.784
H 3.573 0.817 -1.383
H 1.763 0.076 3.870
H 0.200 1.660 5.120
H -0.103 3.993 4.270
H 1.076 4.707 2.273
H 2.590 3.167 1.058
N -2.798 0.368 -3.024
C -3.190 -0.040 -1.754
C -4.488 0.234 -1.297
C -4.820 -0.085 0.001
C -3.861 -0.668 0.823
C -2.627 -0.935 0.262
N -2.291 -0.676 -1.002
H -3.153 1.311 -3.164
H -1.787 0.453 -3.023
H -5.181 0.748 -1.950
H -5.807 0.156 0.382
H -4.033 -0.859 1.873
H -1.843 -1.350 0.885
C -0.844 -0.351 3.763
C -0.184 0.828 3.061
O -0.744 1.205 1.925
H -0.288 -0.685 4.645
H -0.916 -1.188 3.064
H -1.856 -0.068 4.069
C -2.530 6.218 -2.378
C -2.842 5.738 -0.964
C -1.974 4.549 -0.539
C -2.375 3.984 0.858
C -2.465 5.010 1.981
C -0.531 5.007 -0.456
O -0.188 6.063 0.058
N 0.380 4.137 -0.966
C 0.087 2.870 -1.529
O 1.059 2.134 -1.712
N -1.175 2.531 -1.804
C -2.187 3.359 -1.495
O -3.342 3.154 -1.882
H -3.159 7.068 -2.656
H -2.704 5.419 -3.100
H -1.488 6.539 -2.459
H -3.886 5.428 -0.897
H -2.677 6.551 -0.254
H -1.668 3.191 1.133
H -3.341 3.492 0.718
H -1.546 5.591 2.063
H -2.626 4.492 2.928
H -3.294 5.707 1.834
H 1.360 4.329 -0.818
*
```

Löwdin population analysis, charges in e, atoms 1 to 8: number 1, Na, carries 0.29; number 2, N, carries -0.31; number 3, P, carries 0.58; number 4, C, carries -0.27; number 5, C, carries -0.10; number 6, C, carries -0.11; number 7, C, carries -0.13; number 8, C, carries -0.11

Record 5
Formula: C37H32F9GaIO4S
Source: the OMol25 dataset
Level of theory: ωB97M-V with the def2-TZVPD basis set

DFT total energy ... -142841.177 eV
E_LUMO ... -0.02023 hartree
HOMO ... -0.1806 Ha

Geometry as ORCA input:
```
! wB97M-V def2-TZVPD RIJCOSX def2/J DEFGRID3
* xyz -1 1
F -8.459 4.890 -0.915
C -7.639 3.657 -0.806
F -8.442 2.740 0.091
C -6.233 3.922 0.061
C -5.709 2.601 0.876
C -5.720 2.809 2.536
C -4.674 4.027 2.970
Ga -2.665 3.450 2.750
C -2.465 1.649 3.761
C -1.626 0.634 2.781
C -2.180 -0.911 2.938
I -3.991 -1.074 1.678
C -7.414 2.829 -2.191
F -8.716 2.116 -2.477
F -6.397 1.722 -2.090
S -7.002 3.814 -3.711
F -6.283 5.112 -2.864
F -8.539 4.558 -3.826
F -7.648 2.500 -4.661
F -5.471 2.972 -3.778
F -6.574 4.610 -5.174
H -5.369 4.361 -0.594
H -6.537 4.748 0.867
H -4.552 2.483 0.607
H -6.206 1.584 0.546
H -6.794 3.159 2.843
H -5.460 1.782 3.032
H -4.900 4.240 4.121
H -4.913 4.999 2.320
H -2.243 3.327 1.199
H -1.661 4.505 3.477
H -3.548 1.221 3.979
H -1.932 1.775 4.812
H -0.474 0.629 3.002
H -1.795 0.945 1.650
H -1.316 -1.618 2.576
H -2.498 -1.096 4.049
C -2.217 0.143 -1.897
C -2.362 0.585 -3.212
C -1.238 0.731 -4.027
C 0.036 0.447 -3.522
C 0.183 0.028 -2.200
C -0.947 -0.135 -1.389
C 1.527 -0.227 -1.642
O 1.656 -0.598 -0.482
C 2.711 -0.021 -2.499
C 3.994 -0.203 -1.966
C 5.119 -0.024 -2.773
C 4.967 0.329 -4.113
C 3.691 0.517 -4.646
C 2.561 0.351 -3.834
C 1.217 0.587 -4.397
O 1.083 0.901 -5.574
H -3.093 0.020 -1.265
H -3.350 0.814 -3.605
H -1.359 1.071 -5.055
H -0.842 -0.474 -0.360
H 4.121 -0.482 -0.921
H 6.114 -0.161 -2.355
H 5.844 0.462 -4.744
H 3.581 0.797 -5.692
C 2.916 -4.611 0.301
C 3.199 -5.933 0.641
C 4.385 -6.245 1.308
C 5.297 -5.231 1.626
C 5.026 -3.912 1.264
C 3.827 -3.599 0.610
C 6.003 -2.842 1.550
O 5.763 -1.683 1.236
C 7.276 -3.190 2.212
C 8.236 -2.195 2.437
C 9.438 -2.514 3.074
C 9.679 -3.821 3.495
C 8.726 -4.816 3.268
C 7.527 -4.501 2.616
C 6.541 -5.567 2.347
O 6.754 -6.717 2.713
H 1.988 -4.367 -0.211
H 2.496 -6.724 0.388
H 4.597 -7.279 1.574
H 3.601 -2.570 0.337
H 8.055 -1.172 2.114
H 10.184 -1.741 3.243
H 10.611 -4.068 3.998
H 8.924 -5.835 3.595
*
```

Löwdin population analysis, charges in e, atoms 1 to 8: number 1, F, carries 0.00; number 2, C, carries -0.21; number 3, F, carries -0.02; number 4, C, carries -0.08; number 5, C, carries -0.22; number 6, C, carries -0.28; number 7, C, carries -0.35; number 8, Ga, carries 0.26

Record 6
Formula: C18H17N3O3S2
Source: the OMol25 dataset
Level of theory: ωB97M-V with the def2-TZVPD basis set

DFT total energy ... -51224.230 eV
E_LUMO ... -0.00001 hartree
Energy above the lowest of the compared OMol25 structures with the same formula, charge and spin ... 40.5 kcal per mole
HOMO ... -0.2949 Ha

Geometry as ORCA input:
```
! wB97M-V def2-TZVPD RIJCOSX def2/J DEFGRID3
* xyz 0 1
C 6.237 1.023 -0.126
H 5.930 1.865 -0.754
O 5.359 -0.069 -0.257
C 4.063 0.093 0.098
C 3.503 1.266 0.584
C 2.164 1.326 0.923
C 1.357 0.203 0.779
C 1.909 -0.986 0.287
C 3.245 -1.055 -0.052
O 3.874 -2.158 -0.533
C 3.127 -3.339 -0.693
H 2.314 -3.207 -1.415
H 2.715 -3.688 0.259
H 3.829 -4.079 -1.074
H 1.270 -1.849 0.181
C -0.034 0.280 1.134
N -0.622 1.319 1.615
N -1.912 1.179 1.843
C -2.382 0.016 1.531
N -3.693 -0.291 1.762
C -4.581 -1.208 1.234
O -5.697 -1.259 1.693
C -4.137 -2.038 0.065
H -4.696 -2.972 0.050
H -3.068 -2.228 0.023
S -4.653 -1.170 -1.473
C -3.615 0.286 -1.357
C -2.304 0.232 -1.801
C -1.496 1.350 -1.678
C -2.003 2.513 -1.122
C -3.320 2.566 -0.699
C -4.134 1.453 -0.819
H -5.162 1.477 -0.490
H -3.714 3.473 -0.267
H -1.366 3.377 -1.012
H -0.468 1.308 -2.006
H -1.921 -0.682 -2.231
H -4.134 0.356 2.412
S -1.150 -1.082 0.923
H 1.730 2.236 1.302
H 4.111 2.149 0.705
H 6.314 1.355 0.915
H 7.207 0.659 -0.460
*
```

Löwdin population analysis, charges in e, atoms 1 to 8: number 1, C, carries -0.08; number 2, H, carries 0.10; number 3, O, carries -0.06; number 4, C, carries -0.20; number 5, C, carries 0.00; number 6, C, carries -0.02; number 7, C, carries -0.24; number 8, C, carries 0.01

The evaluated strongest force on any atom for the records listed, in turn: 0.0155; 0.0611; 0.0684; 0.0088; 0.1048; 0.0344 hartree/bohr.